[1]
The following is a DFT calculation (ωB97M-V/def2-TZVPD) of a structure of composition C13H25CrO8.

The geometry in XYZ format:
```
47
Properties=species:S:1:pos:R:3:forces:R:3:lowdin_charge:R:1
Cr 0.257956 0.005287 0.164087 0.776 -0.120 0.162 1.1344
O 1.868766 -3.049960 -1.948211 -0.055 -0.177 0.031 0.0377
O -0.000724 -0.274993 2.249231 0.108 -0.063 -0.117 -0.1972
O 1.292595 -1.701948 0.534085 0.352 0.263 -0.743 -0.1445
O -1.415834 1.420539 0.057004 -0.117 -0.059 0.180 -0.2321
O 0.076847 0.026483 -1.795064 -0.161 -0.048 0.098 -0.2566
O -1.476971 -1.157050 0.182425 -0.304 0.075 0.004 -0.2187
O 2.133235 0.187552 -0.313430 -0.088 -0.153 0.384 -0.1593
O 0.850527 2.266970 -0.272107 -0.116 -0.065 0.150 -0.1864
C 0.554549 -1.178716 -2.435725 -0.099 -0.219 -0.111 -0.0417
C 1.184853 2.250926 -1.661704 0.299 -0.022 -0.258 -0.1214
C -2.747946 0.898740 0.092912 -0.170 -0.160 -0.138 -0.1073
C 1.002248 -1.147761 2.864137 0.072 -0.027 0.021 -0.0720
C -1.342489 -0.751144 2.541466 -0.196 -0.020 -0.007 -0.0937
C -1.249026 2.653870 0.776596 -0.026 0.225 -0.031 -0.0933
C -0.010458 3.308086 0.168348 -0.181 0.197 0.074 -0.1029
C 2.292423 -1.132462 -0.516923 -0.214 -0.444 -0.109 -0.3092
C -2.624085 -0.524597 -0.427308 -0.087 0.136 -0.132 -0.0810
C 1.917584 -1.653403 -1.920641 0.233 0.242 0.127 -0.2716
C 1.997486 -1.553865 1.797586 -0.049 0.059 0.263 -0.1024
C 0.276860 1.307397 -2.455794 0.033 0.298 -0.088 -0.0600
C -1.717896 -1.763985 1.467744 0.145 0.066 0.232 -0.0779
H -1.141444 2.422406 1.841497 0.049 0.077 -0.065 0.1419
H -0.293601 3.947975 -0.669005 -0.001 -0.043 0.016 0.1428
H 3.267545 -1.548619 -0.237785 0.000 0.105 -0.004 0.1761
H 1.058280 3.254802 -2.070248 0.088 -0.032 -0.111 0.1468
H -1.988719 0.125123 2.561665 0.052 -0.086 -0.083 0.1269
H 2.748819 -0.771764 1.683898 -0.020 -0.075 0.028 0.1406
H -1.062790 -2.637499 1.503580 -0.106 0.055 0.056 0.1514
H 0.485325 -2.009000 3.283083 0.041 -0.003 -0.027 0.1399
H -2.137003 3.275826 0.629151 0.136 -0.031 0.089 0.1523
H -0.724865 1.728573 -2.577862 0.141 -0.036 0.027 0.1461
H 2.708887 -1.272133 -2.583412 -0.078 0.071 0.194 0.1805
H -3.392097 1.506627 -0.551938 0.037 -0.145 0.054 0.1609
H 0.570388 -0.990264 -3.509776 -0.006 -0.159 0.085 0.1544
H 0.519187 3.915949 0.906017 -0.099 -0.036 -0.064 0.1528
H 2.476958 -2.507966 2.025610 -0.058 0.089 0.047 0.1641
H -0.191271 -1.947311 -2.215216 0.130 0.030 -0.037 0.1523
H -2.757128 -2.091911 1.520377 0.079 0.028 0.149 0.1568
H 2.738351 -3.427266 -2.123739 -0.027 0.000 -0.070 0.1295
H -1.352724 -1.186808 3.541029 -0.055 0.008 -0.072 0.1533
H 0.698785 1.102147 -3.441399 -0.009 0.161 0.069 0.1522
H 1.478655 -0.584586 3.669880 -0.007 -0.135 -0.096 0.1592
H -2.412854 -0.535104 -1.495624 -0.084 0.061 0.043 0.1430
H -3.515677 -1.121304 -0.233022 0.024 0.075 -0.030 0.1545
H 2.240507 1.967734 -1.717881 -0.387 0.074 -0.085 0.1421
H -3.142012 0.948408 1.112404 0.003 -0.039 -0.104 0.1371
```
Positions in Å, forces in eV/Å.

Properties
multiplicity: 4
HOMO-LUMO gap (spin up / spin down): 0.3203 / 0.3498 Ha
energy relative to the best compared isomer or geometry (same formula, charge and spin): 80.02 kJ/mol
charge: +2
HOMO level (spin up / spin down): -16.1 / -16.2 eV
DFT total energy: -58671.10036 eV
⟨S²⟩: 3.78

[2]
The following is a DFT calculation (ωB97M-V/def2-TZVPD) of a cluster of 3 separate species, C13H20N3O9P in total in a non-equilibrium geometry.

The geometry in XYZ format:
```
46
Properties=species:S:1:pos:R:3:forces:R:3:lowdin_charge:R:1
P 4.283002 5.938305 3.036002 -0.847 0.792 -1.621 0.7404
O -2.995321 -4.173713 -6.213059 -0.273 0.008 -0.054 0.0598
O -5.102956 -4.379411 -5.473237 0.468 -0.077 -0.397 0.0860
O -2.554405 -3.017095 -0.385279 -0.174 0.239 -0.052 0.0489
O 2.135944 1.782586 2.121345 1.076 0.751 0.439 -0.1521
O 0.769392 1.965920 2.274613 -1.761 0.117 -0.329 -0.0539
O -2.692258 -0.862087 0.220782 -0.216 -0.556 -0.130 0.0919
O -4.671484 -4.525936 -7.684825 0.086 0.008 0.105 0.1650
O 3.816468 6.023042 1.624316 0.249 -0.382 0.679 -0.4321
O -4.527394 -1.929593 -0.547021 0.161 -0.031 0.071 0.1614
N 5.094361 3.086079 1.545799 -0.142 0.047 0.264 0.0873
N 2.640038 3.789863 5.648134 -1.995 -0.406 2.093 0.1851
N 4.610492 0.799476 4.010513 0.842 -2.950 1.722 0.1860
C -4.252332 -4.412456 -4.319751 -0.300 0.371 0.803 -0.3343
C -0.349932 -0.274268 0.481085 -0.370 0.260 -0.049 -0.0204
C -2.995852 -3.770949 -4.842836 0.394 -0.062 0.059 -0.1072
C -3.373068 -1.934640 -0.263744 -0.260 0.236 0.083 -0.5502
C 3.456319 4.009229 4.903977 2.834 0.584 -3.653 -0.2457
C 4.156290 3.067826 2.669434 -0.349 -1.627 0.112 -0.4643
C 4.397517 4.199219 3.720748 0.338 -0.305 1.545 -0.3241
C 4.369439 1.715364 3.408390 -1.297 4.497 -1.923 -0.1748
C -1.215223 -2.547874 -0.211147 0.192 -0.374 0.080 -0.1013
C -4.877683 -3.675414 -3.158886 -0.395 -0.140 -0.175 -0.0180
C 2.696942 3.119628 2.104584 -0.218 0.024 0.013 -0.1183
C -4.294911 -4.375831 -6.568446 -0.229 -0.053 -0.202 -0.5525
C -1.411463 -1.335207 0.658238 0.790 0.475 -0.061 -0.3307
H 0.647537 -0.678296 0.660871 -0.055 -0.029 0.062 0.0966
H -5.229706 -2.688611 -3.464778 0.177 0.009 -0.028 0.0990
H -0.517796 0.546624 1.171611 0.088 -0.092 -0.006 0.0614
H -5.749983 -4.218513 -2.792309 0.087 -0.002 0.070 0.0939
H -0.386877 0.150413 -0.524587 0.010 -0.194 -0.047 0.0984
H 2.698943 3.536038 1.077853 0.162 -0.240 0.526 0.1385
H 5.561740 6.545007 3.214665 -0.337 -0.437 0.408 0.0219
H -0.797282 -2.312720 -1.194208 0.009 0.148 0.070 0.1396
H 6.029813 2.794676 1.830842 -0.252 0.079 0.028 0.0982
H -3.017709 -2.678057 -4.800268 -0.141 -0.031 0.080 0.1404
H -2.101460 -4.129037 -4.334255 0.026 -0.054 -0.195 0.1369
H -4.172508 -3.561800 -2.337931 -0.013 -0.071 -0.050 0.0614
H 2.009933 3.744281 2.708830 0.667 -0.225 -0.166 0.1282
H -1.495231 -1.611791 1.713874 -0.058 -0.097 -0.061 0.1610
H -4.083356 -5.460863 -4.053940 0.082 0.015 -0.105 0.1593
H 4.751236 2.370128 0.901996 0.297 0.360 -0.050 0.1038
H 0.536743 1.948756 3.221530 0.796 -0.143 0.007 0.1258
H -0.597654 -3.308033 0.265108 -0.187 -0.097 -0.039 0.1405
H 5.433259 4.061778 4.116065 -0.626 0.180 -0.247 0.1313
H 3.368437 6.667957 3.859307 0.666 -0.524 0.321 0.0321
```
Positions in Å, forces in eV/Å.

Properties
HOMO-LUMO gap: 0.3932 Ha
HOMO level: -10.7 eV
DFT total energy: -45987.85758 eV
SMILES: N#C[C@H]([PH2]=O)[C@@](N)(C#N)COO.C[C@@H]1COC(=O)O1.C[C@@H]1COC(=O)O1

[3]
The following is a DFT calculation (ωB97M-V/def2-TZVPD) of a structure of composition C36H48BF4HfN2O2PS3Sb2 in a non-equilibrium geometry.

The geometry in XYZ format:
```
100
Properties=species:S:1:pos:R:3:forces:R:3:lowdin_charge:R:1
Hf -1.390547 -0.735062 0.844498 -1.350 -1.159 0.136 1.2696
Sb -0.912823 1.967122 -0.307661 0.487 0.320 0.293 1.5304
Sb 2.124038 -1.017311 -0.741755 0.014 -0.158 0.082 1.4802
S -0.831378 -3.003821 -0.373544 0.190 0.156 -0.013 0.6903
S -1.839825 0.427123 2.951623 0.192 0.219 -0.090 0.4698
S -2.053261 -1.816618 5.401701 -0.206 -0.192 0.258 0.4542
P -1.014780 -1.163921 3.977960 0.049 0.452 -0.136 -0.1203
F -5.201336 -1.059157 -0.197281 -0.256 -0.114 -0.113 0.3075
F -2.945746 -0.888466 -0.871030 0.289 0.099 -0.041 -0.0231
F -3.383696 -1.718945 1.148002 0.051 -0.071 0.000 -0.0040
F -3.653344 0.458305 0.716110 -0.119 0.092 0.081 0.0756
O 0.520034 -0.882032 4.139038 0.057 -0.306 -0.004 -0.3174
O -0.920445 -2.135667 2.616625 0.146 0.035 -0.242 -0.5339
N -1.796797 -3.847128 -2.707697 -0.264 0.089 0.018 0.0166
N -3.328039 -3.737813 -1.007238 0.259 0.105 0.090 -0.0156
C 5.103887 -0.874142 -0.501482 0.066 -0.029 0.070 -0.1435
C 1.469412 0.095493 1.123574 -0.257 -0.239 -0.485 -0.4163
C 0.408495 2.494633 1.285021 0.002 0.030 0.051 -0.3720
C 1.557083 0.658842 -4.749419 0.004 0.037 0.000 -0.0535
C 1.230016 -0.174204 -2.499472 -0.006 0.057 -0.032 -0.4147
C -2.388284 4.421563 0.680932 -0.030 -0.007 0.054 -0.1075
C -4.604262 5.113731 0.059829 -0.012 0.009 0.007 -0.0541
C -0.095240 -0.444844 -2.840581 -0.153 -0.091 0.123 -0.2324
C -3.425416 5.340280 0.753091 0.010 0.004 0.008 -0.0583
C 0.731265 -3.986150 2.421423 -0.048 -0.063 0.018 -0.0436
C 2.049610 0.380529 -3.481867 0.041 -0.004 -0.004 -0.1131
C 1.308799 3.573946 -1.695690 0.053 -0.020 -0.017 -0.1273
C 4.233457 1.276991 -1.114948 -0.045 0.024 -0.075 -0.1492
C -4.435528 -4.229455 -1.809944 -0.094 -0.027 -0.021 -0.0217
C 2.753882 -0.773350 4.908489 -0.029 0.028 0.022 -0.0311
C -3.725777 3.040818 -0.774491 -0.018 -0.023 -0.057 -0.1384
C -0.629776 3.162679 -3.057832 0.075 -0.017 -0.084 -0.1283
C 6.595961 0.984459 -0.788262 0.021 0.002 0.003 -0.0584
C -0.626510 -3.599875 2.958239 0.249 0.162 0.195 -0.4160
C 0.901448 -0.669648 6.614040 0.057 -0.048 0.036 -0.0680
C -1.807215 -4.454664 2.578404 0.054 0.050 -0.029 -0.0398
C -0.493399 -3.760265 -3.360147 0.058 -0.023 -0.003 -0.0388
C 1.653822 1.606962 1.327824 0.230 -0.099 0.082 -0.3182
C 1.351611 -0.301971 5.223779 -0.059 0.207 -0.188 -0.3985
C 0.081450 2.953779 -1.881443 -0.272 -0.019 -0.203 -0.3550
C 6.390797 -0.352211 -0.492478 -0.020 0.000 0.009 -0.0661
C 1.843255 4.360465 -2.706718 0.065 0.012 0.068 -0.0603
C -2.099899 -3.528769 -1.462139 0.044 -0.135 0.116 -0.6647
C 1.145637 4.550044 -3.886887 -0.029 0.031 -0.069 -0.0568
C -4.754317 3.967662 -0.706960 0.000 -0.007 -0.002 -0.0593
C 4.013410 -0.065010 -0.808271 0.016 0.034 0.091 -0.4165
C -2.543276 3.265393 -0.076981 -0.036 0.090 0.027 -0.3812
C 5.516339 1.798185 -1.103232 0.012 0.039 -0.013 -0.0610
C 0.235278 0.392518 -5.064888 -0.048 0.047 0.005 -0.0659
C -0.595692 -0.156400 -4.100618 -0.006 0.053 -0.021 -0.0994
C -0.096484 3.960236 -4.058772 -0.030 -0.058 0.006 -0.0612
B -3.977240 -0.779570 0.174281 0.271 0.224 0.011 -1.2498
H 0.527797 -0.256711 1.612011 0.230 0.181 0.299 -0.0695
H 5.678147 2.838681 -1.349885 0.001 0.033 -0.008 0.1121
H -1.471504 4.622168 1.221291 0.022 -0.017 -0.003 0.0963
H 2.131313 1.753770 2.302553 -0.022 -0.001 -0.025 0.1178
H -1.636878 -5.454788 2.975007 -0.004 -0.049 0.054 0.1074
H 1.857198 3.477884 -0.771115 0.026 -0.031 0.086 0.0797
H 3.093048 0.578235 -3.283807 0.045 0.006 0.038 0.0899
H 2.392062 1.938340 0.595740 -0.051 0.054 0.048 0.0683
H 7.596650 1.392088 -0.783650 0.040 0.018 0.000 0.1149
H 0.910126 -1.748287 6.767332 0.004 -0.026 -0.017 0.0928
H -1.630866 -0.372826 -4.332908 -0.046 -0.005 -0.006 0.1131
H 3.446659 -0.386156 5.652987 0.020 0.036 0.027 0.0980
H -0.083682 -0.287008 6.861944 -0.035 0.028 -0.038 0.0581
H 0.268055 -3.540772 -2.616334 -0.001 -0.004 -0.085 0.0477
H -0.763667 -0.931112 -2.136315 0.071 0.066 -0.031 0.0125
H -0.163787 2.407184 2.209644 0.051 0.036 -0.120 0.0148
H -5.408137 5.833725 0.115558 -0.029 0.023 0.001 0.1159
H -5.328416 -4.231039 -1.191306 0.016 -0.012 -0.031 0.1076
H -1.609123 2.726820 -3.200516 -0.072 -0.062 -0.011 0.1008
H -4.613964 -3.570195 -2.661233 -0.011 -0.016 -0.013 0.1058
H 1.032919 -4.901013 2.932380 0.024 -0.041 -0.001 0.1054
H 4.964984 -1.922695 -0.269307 -0.031 -0.055 0.003 0.0867
H 2.801289 -1.861590 4.935886 -0.003 -0.042 0.019 0.0940
H 1.618282 -0.221592 7.301822 0.002 -0.011 0.061 0.0991
H 0.687634 3.542620 1.167785 0.025 -0.039 -0.016 0.0672
H -5.673168 3.795320 -1.250195 -0.014 -0.010 -0.013 0.1146
H 0.747173 -4.186994 1.354210 -0.043 0.028 -0.039 0.0336
H -4.249512 -5.249066 -2.153488 -0.017 0.007 -0.015 0.1050
H -0.144036 0.610247 -6.053515 -0.009 0.002 -0.036 0.1163
H -0.558271 -3.561341 4.048851 -0.052 -0.100 -0.135 0.0918
H 2.216652 1.079558 -5.494511 0.041 0.029 -0.043 0.1177
H -0.656345 4.125448 -4.968526 -0.022 0.008 -0.033 0.1165
H 1.469595 -3.222256 2.662314 0.013 0.042 0.017 0.0808
H -3.474151 -3.563377 -0.025966 -0.041 0.008 -0.032 0.1115
H 1.559070 5.175405 -4.664872 0.025 0.026 -0.035 0.1157
H 2.162318 -0.474942 1.753415 -0.028 0.111 0.000 0.0372
H -0.282437 -4.721639 -3.823544 0.053 0.024 -0.017 0.1046
H -0.503238 -2.974826 -4.113495 0.033 -0.039 0.006 0.0853
H -3.858890 2.148017 -1.375569 0.013 -0.003 0.008 0.0994
H 3.084802 -0.427338 3.929542 -0.018 0.003 -0.029 0.0695
H -1.911159 -4.540695 1.500343 -0.007 -0.032 -0.017 0.0327
H 1.266060 0.777007 5.069707 0.032 -0.027 0.066 0.1451
H -3.309653 6.235453 1.347812 0.009 0.023 0.016 0.1153
H 7.228858 -0.992261 -0.258084 0.042 -0.032 0.010 0.1132
H 2.799077 4.844485 -2.559717 0.033 0.009 0.015 0.1146
H -2.541477 -4.245613 -3.264348 0.041 0.008 0.012 0.1416
H 3.410032 1.915427 -1.407369 -0.049 0.029 0.017 0.0708
H -2.726090 -4.067037 3.016684 0.017 0.015 0.031 0.0904
```
Positions in Å, forces in eV/Å.

Properties
HOMO-LUMO gap: 0.2560 Ha
energy relative to the best compared isomer or geometry (same formula, charge and spin): 94.25 kJ/mol
charge: +2
HOMO level: -13.3 eV
DFT total energy: -112904.70608 eV

[4]
The following is a DFT calculation (ωB97M-V/def2-TZVPD) of an isolated molecule of C3H6O2 in a non-equilibrium geometry.

The geometry in XYZ format:
```
11
Properties=species:S:1:pos:R:3:forces:R:3:lowdin_charge:R:1
O 0.606386 0.941181 -0.409874 1.158 1.277 -1.188 -0.0394
O -1.488502 -0.148970 -0.302355 -3.592 1.817 -0.853 -0.1014
C 0.821435 0.716203 0.930556 0.533 2.376 5.786 -0.1833
C -0.545801 -1.130033 -0.316117 1.580 0.667 1.070 -0.2219
C 0.732040 -0.379517 0.094308 -4.119 -1.267 -1.583 -0.3103
H 1.933637 0.903505 1.219904 -2.125 0.150 0.049 0.1453
H 1.565382 -0.867996 -0.082489 4.227 -2.176 -1.285 0.0906
H -0.008443 0.957614 1.799805 2.002 -0.318 -2.593 0.1809
H -1.308055 0.752316 -0.709264 0.588 -2.252 0.553 0.1374
H -0.298988 -1.573153 -1.365238 -0.854 0.074 1.881 0.1517
H -0.872650 -1.749910 0.582630 0.602 -0.348 -1.836 0.1502
```
Positions in Å, forces in eV/Å.

Properties
HOMO-LUMO gap: 0.4132 Ha
energy relative to the best compared isomer or geometry (same formula, charge and spin): 360.76 kJ/mol
HOMO level: -10.2 eV
DFT total energy: -7299.93912 eV
SMILES: OC[C@@H]1CO1